<i>
Here is an isolated molecule of C2H2OS from the OMol25 dataset. Energies are from ωB97M-V with the def2-TZVPD basis set.

Last column: Mulliken charge in e.
Element x y z (Å)
C: 0.177 -0.876 0.890  0.219
C: -0.412 0.109 0.107  -0.295
H: 1.293 -0.843 0.797  0.233
H: -1.339 -0.157 -0.204  0.356
O: -0.391 -1.974 0.905  -0.402
S: 0.286 1.337 -0.863  -0.111

- Charge: 0
- Orbital gap: 7.47 eV

<ii>
Here is a structure of composition C2H2OS from the OMol25 dataset. Energies are from ωB97M-V with the def2-TZVPD basis set.

Last column: Mulliken charge in e.
Element x y z (Å)
C: -0.867 -0.565 -0.038  0.130
C: 0.790 0.473 -0.010  -0.142
O: -1.885 0.004 0.008  -0.338
S: 2.159 -0.215 0.008  -0.217
H: -0.711 -1.680 0.166  0.290
H: 0.768 1.633 -0.097  0.277

- Charge: 0
- Orbital gap: 8.00 eV

<iii>
Here is a cluster of 2 separate species, C2H2OS in total from the OMol25 dataset. Energies are from ωB97M-V with the def2-TZVPD basis set.

Last column: Mulliken charge in e.
Element x y z (Å)
C: 1.749 0.672 0.140  0.587
C: 0.677 -0.127 0.287  -0.523
O: 2.317 1.706 0.061  -0.430
S: 2.173 -1.014 -0.091  -0.097
H: 0.074 -0.593 1.123  0.316
H: -0.562 0.715 -0.918  0.146

- Charge: 0
- Orbital gap (spin up / spin down): 8.15 / 8.11 eV

Which of them is most stable? Easy: <i>.

<i>
Here is a cluster of 2 separate species, C5H13N2S in total from the OMol25 dataset. Energies are from ωB97M-V with the def2-TZVPD basis set.

Last column: Mulliken charge in e.
Element x y z (Å)
C: 1.426 -2.984 0.175  -1.039
C: 2.376 -1.882 -0.282  -0.333
C: 2.490 -0.765 0.746  -0.634
S: 0.945 0.163 0.898  -0.623
H: 1.872 -3.460 1.118  0.236
H: 1.175 -3.783 -0.508  0.332
H: 0.497 -2.489 0.478  0.263
H: 3.375 -2.241 -0.510  0.331
H: 1.938 -1.421 -1.212  0.171
H: 3.352 -0.104 0.426  0.216
H: 2.689 -1.101 1.814  0.233
C: -2.580 1.863 -0.278  -0.222
C: -1.658 1.102 -0.997  -0.195
N: -0.517 1.643 -1.579  -0.676
N: -3.726 1.166 0.293  -0.613
H: -2.560 2.943 -0.101  0.337
H: -1.762 0.024 -0.987  0.325
H: -0.410 1.193 -2.517  0.278
H: 0.316 1.388 -0.932  0.177
H: -4.603 1.642 0.044  0.220
H: -3.626 1.128 1.339  0.215

- Charge: -1
- Orbital gap: 6.57 eV

<ii>
Here is the ion C5H13N2S with charge -1 from the OMol25 dataset. Energies are from ωB97M-V with the def2-TZVPD basis set.

Last column: Mulliken charge in e.
Element x y z (Å)
N: 1.378 1.034 1.889  -0.747
C: 0.353 1.126 0.866  0.238
C: -0.031 2.569 0.456  -0.802
S: -0.082 3.775 1.840  -0.666
C: 0.762 0.280 -0.361  -0.911
N: -0.323 -0.525 -0.919  -0.369
C: -0.187 -1.953 -0.693  -0.298
C: -1.354 -2.724 -1.292  -1.063
H: 2.219 1.484 1.535  0.254
H: 1.075 1.656 2.638  0.323
H: -0.557 0.663 1.267  0.116
H: 0.682 2.940 -0.289  0.229
H: -1.019 2.549 -0.020  0.262
H: 1.548 -0.390 -0.020  0.362
H: 1.158 0.930 -1.143  0.319
H: -1.227 -0.199 -0.608  0.255
H: -0.088 -2.182 0.379  0.292
H: 0.744 -2.259 -1.175  0.313
H: -2.273 -2.134 -1.274  0.311
H: -1.553 -3.640 -0.734  0.322
H: -1.223 -3.001 -2.343  0.260

- Charge: -1
- Orbital gap: 5.87 eV

Which of them is most stable? Easy: <ii>.